Version i
The following is a DFT calculation (ωB97M-V with the def2-TZVPD basis set) of an isolated molecule of C25H31N3O3S.

Calculated values
- HOMO-LUMO gap (eV) = 9.4
- molecular weight (g/mol) = 453.6
- lowest unoccupied orbital energy (eV) = 0.6
- E_HOMO (hartree) = -0.324

The geometry in XYZ format:
```
63
C25H31N3O3S (ωB97M-V with the def2-TZVPD basis set)
C 0.77 4.07 2.08
C 0.89 3.55 0.69
C 0.89 4.43 -0.39
C 1.05 3.99 -1.69
C 1.23 2.65 -1.92
C 1.23 1.74 -0.88
C 1.04 2.18 0.43
N 1.04 1.22 1.45
C 0.07 1.02 2.39
O -0.89 1.73 2.58
C 0.37 -0.23 3.21
N 0.94 -1.27 2.37
C -0.03 -1.85 1.45
C -1.15 -2.64 2.15
C -0.61 -3.50 3.26
C 0.64 -3.35 3.69
C 1.59 -2.34 3.11
H 2.29 -2.85 2.43
H 2.20 -1.89 3.91
H 1.04 -3.98 4.47
C -1.52 -4.48 3.88
C -1.57 -4.60 5.27
C -2.41 -5.51 5.87
C -3.22 -6.33 5.10
C -3.18 -6.22 3.72
C -2.34 -5.30 3.11
H -2.30 -5.24 2.04
H -3.80 -6.85 3.10
H -3.88 -7.04 5.56
H -2.44 -5.59 6.95
H -0.95 -3.95 5.88
H -1.90 -1.96 2.57
H -1.66 -3.26 1.41
H 0.52 -2.52 0.78
H -0.47 -1.05 0.85
H -0.55 -0.53 3.74
H 1.11 0.05 3.97
H 1.62 0.40 1.30
H 1.37 0.69 -1.10
S 1.48 2.07 -3.60
O 1.58 0.63 -3.57
O 2.55 2.81 -4.20
N 0.05 2.61 -4.29
C 0.12 2.94 -5.70
C 0.04 1.70 -6.58
C -1.23 0.92 -6.26
C -1.24 0.55 -4.77
C -1.11 1.82 -3.93
H -1.01 1.57 -2.87
H -2.00 2.45 -4.05
H -2.17 0.03 -4.51
H -0.40 -0.10 -4.55
H -1.29 0.01 -6.87
H -2.11 1.53 -6.49
H 0.91 1.07 -6.38
H 0.05 1.99 -7.63
H 1.06 3.46 -5.85
H -0.71 3.62 -5.92
H 1.06 4.68 -2.53
H 0.77 5.49 -0.19
H -0.19 3.80 2.50
H 1.54 3.62 2.72
H 0.88 5.15 2.10
```

***

Version ii
The following is a DFT calculation (ωB97M-V with the def2-TZVPD basis set) of an isolated molecule of C25H31N3O3S.

Calculated values
- HOMO-LUMO gap (eV) = 8.5
- molecular weight (g/mol) = 453.6
- lowest unoccupied orbital energy (eV) = 0.7
- E_HOMO (hartree) = -0.286

The geometry in XYZ format:
```
63
C25H31N3O3S (ωB97M-V with the def2-TZVPD basis set)
C 4.65 -1.65 2.83
C 3.91 -1.08 1.63
C 2.40 -1.27 1.76
H 2.17 -2.34 1.83
C 1.66 -0.66 0.57
N 0.24 -0.91 0.63
C -0.64 -0.25 1.41
N -1.88 -0.65 1.23
C -1.81 -1.60 0.27
C -0.51 -1.79 -0.13
C -0.01 -2.72 -1.13
C -0.80 -2.94 -2.27
C -0.39 -3.82 -3.25
C 0.82 -4.49 -3.12
C 1.60 -4.29 -2.00
C 1.19 -3.42 -1.01
H 1.79 -3.31 -0.12
H 2.53 -4.82 -1.88
H 1.15 -5.18 -3.89
H -1.00 -3.98 -4.12
H -1.73 -2.41 -2.37
H -2.69 -2.11 -0.06
S -0.14 0.99 2.53
C -1.69 1.31 3.44
C -2.64 2.24 2.69
O -2.74 3.41 2.98
N -3.36 1.60 1.76
C -4.25 2.29 0.86
H -4.95 2.89 1.45
C -3.50 3.23 -0.11
C -2.30 2.55 -0.71
C -2.44 1.58 -1.69
C -1.32 0.95 -2.22
C -0.05 1.28 -1.78
C 0.10 2.26 -0.77
C -1.03 2.87 -0.26
H -0.93 3.62 0.51
O 1.38 2.52 -0.38
C 1.59 3.57 0.53
H 2.67 3.63 0.65
H 1.13 3.36 1.51
H 1.21 4.52 0.15
O 1.12 0.73 -2.24
C 1.06 -0.04 -3.42
H 0.59 0.51 -4.24
H 0.53 -0.99 -3.26
H 2.10 -0.26 -3.68
H -1.45 0.20 -2.99
H -3.41 1.31 -2.06
H -4.19 3.55 -0.89
H -3.17 4.10 0.45
H -4.80 1.53 0.30
H -3.04 0.66 1.50
H -1.37 1.78 4.37
H -2.15 0.34 3.64
H 1.82 0.43 0.56
H 2.04 -1.05 -0.37
H 2.05 -0.80 2.68
H 4.26 -1.57 0.72
H 4.12 -0.01 1.54
H 5.72 -1.51 2.72
H 4.46 -2.71 2.93
H 4.33 -1.16 3.75
```

***

Name the least stable of them. version i.

***

Version i
The following is a DFT calculation (ωB97M-V with the def2-TZVPD basis set) of a cluster of 2 separate species, C4H8INS in total.

Calculated values
- HOMO-LUMO gap (spin up / spin down) (eV) = 7.3 / 7.3
- molecular weight (g/mol) = 229.1
- lowest unoccupied orbital energy (spin up / spin down) (eV) = -1.2 / -1.1
- E_HOMO (spin up / spin down) (hartree) = -0.311 / -0.312

The geometry in XYZ format:
```
15
C4H8INS (ωB97M-V with the def2-TZVPD basis set)
C 0.09 -1.19 -0.26
C -0.51 2.17 1.54
C 1.61 -2.21 -1.66
C -1.65 1.45 0.92
N 0.81 -2.12 -0.54
S -0.82 -1.03 1.17
I -1.68 1.69 -1.19
H -0.19 -0.23 -0.91
H 0.48 1.75 1.12
H -0.52 2.10 2.60
H -0.54 3.30 1.58
H 1.36 -1.45 -2.42
H 1.43 -3.26 -2.02
H 2.72 -2.17 -1.36
H -2.60 1.21 1.43
```

***

Version ii
The following is a DFT calculation (ωB97M-V with the def2-TZVPD basis set) of a structure of composition C4H8INS.

Calculated values
- HOMO-LUMO gap (eV) = 9.1
- molecular weight (g/mol) = 229.1
- lowest unoccupied orbital energy (eV) = 0.1
- E_HOMO (hartree) = -0.329

The geometry in XYZ format:
```
15
C4H8INS (ωB97M-V with the def2-TZVPD basis set)
C -0.06 1.07 0.14
C 1.92 -1.46 -0.87
C -2.24 1.77 0.27
C 2.29 -0.38 0.01
N -0.93 1.90 -0.19
S 1.56 1.24 -0.56
I 4.49 0.16 0.11
H -0.18 0.25 0.75
H 2.14 -1.41 -2.01
H 0.77 -1.44 -0.87
H 2.30 -2.46 -0.76
H -2.54 2.75 0.71
H -2.71 0.97 1.06
H -2.94 1.57 -0.60
H 2.21 -0.67 1.08
```

***

Name the least stable of them. version i.